Here is an isolated ion of composition C3H10NS and charge +1 at a distorted geometry from OMol25. Energies are from ωB97M-V with the def2-TZVPD basis set.

As for the spin multiplicity: 1. The total charge is +1. The LUMO energy comes out at -5.39 eV. Its energy is -572.88899 hartree. The calculation puts the frontier orbital gap at 8.77 eV. Its energy above the lowest of the compared OMol25 structures with the same formula, charge and spin is 2.9982 eV. The largest force on an atom comes out at 3.263 eV/A.

Each line ends with the natural charge from an NBO analysis.
Cartesian coordinates (Å):
C (1.29367, 0.80474, 0.55948)  -0.117
N (1.16185, 2.19162, 0.53254)  -0.774
H (2.27228, 0.45066, 0.24236)  0.237
H (1.00428, 0.36100, 1.50685)  0.208
H (1.79684, 2.69532, -0.07795)  0.394
H (0.25254, 2.44556, 0.16314)  0.384
C (-2.00659, -0.26553, -1.25273)  -0.442
S (0.04957, -0.26458, -0.68009)  0.274
C (0.14211, -1.79605, 0.58376)  -0.605
H (-1.95814, -0.23521, -2.33251)  0.247
H (-2.09332, 0.70176, -0.78172)  0.228
H (-2.44404, -1.14055, -0.79238)  0.243
H (-0.70238, -1.47798, 1.17864)  0.232
H (0.08884, -2.79544, 0.16640)  0.258
H (1.14249, -1.67532, 0.98421)  0.232

Cartesian forces, eV/Å:
-0.559 0.723 0.552
-0.453 0.062 -1.152
-0.136 -0.209 -0.273
-0.254 0.041 -0.059
0.380 -0.414 0.055
-0.246 0.388 0.907
2.667 1.147 1.224
0.187 -3.221 -0.493
-0.020 1.800 -1.530
0.182 -0.129 -0.008
-1.368 -0.019 -0.103
0.030 0.104 0.178
0.244 -0.596 0.749
-0.432 0.249 -0.534
-0.221 0.074 0.485

Here is a 2-piece molecular cluster, C3H10NS2 overall at a distorted geometry from OMol25. Energies are from ωB97M-V with the def2-TZVPD basis set.

As for the spin multiplicity: 1. The total charge is -1. The LUMO energy comes out at 3.63 eV. Its energy is -971.43902 hartree. The calculation puts the frontier orbital gap at 6.50 eV. Its energy above the lowest of the compared OMol25 structures with the same formula, charge and spin is 0.6559 eV. The largest force on an atom comes out at 2.596 eV/A.

Each line ends with the natural charge from an NBO analysis.
Cartesian coordinates (Å):
C (1.65435, -2.61555, 0.29141)  -0.738
S (0.23929, -1.51882, 0.29998)  -0.623
H (2.58450, -2.02204, 0.40886)  0.179
H (1.60525, -3.38557, 1.12963)  0.174
H (1.73199, -3.19619, -0.65838)  0.180
C (-0.36236, 1.63242, -0.53727)  -0.230
C (-1.22984, 1.30745, 0.75391)  -0.553
S (-0.25973, 1.11158, 2.23806)  -0.202
N (-0.99564, 1.09355, -1.75582)  -0.874
H (-0.30520, 2.73236, -0.66786)  0.158
H (0.64330, 1.22611, -0.36932)  0.199
H (-2.07956, 2.06937, 0.87185)  0.200
H (-1.69671, 0.29905, 0.52716)  0.226
H (-0.10805, -0.16090, 1.74322)  0.182
H (-0.48319, 1.37413, -2.58742)  0.340
H (-0.93840, 0.05304, -1.68801)  0.382

Cartesian forces, eV/Å:
0.737 -1.065 0.543
-0.731 -0.333 -0.618
-0.291 -0.494 -0.021
0.164 0.884 -0.892
-0.038 0.414 0.554
-0.510 0.494 0.486
-1.435 0.329 -2.139
-0.269 0.512 0.499
-0.191 -0.907 0.476
0.117 -0.407 0.181
-0.207 0.090 0.033
1.219 -1.048 -0.162
0.276 1.206 0.387
1.005 -0.556 0.563
0.056 -0.094 0.233
0.098 0.974 -0.123

The evaluated HOMO energy for the records listed, in turn: -14.2 -2.9 eV.